Entry 1:
Here is C3H5NO2 in the gas phase in a non-equilibrium geometry from the Open Molecules 2025 dataset. Energies are from wB97M-V/def2-TZVPD.

Results
2S+1: 3
F_max in eV/A: 7.28
Expectation value of S²: 2.01
Net charge: 0
E_HOMO (spin up / spin down) in eV: -5.7 / -10.2
ΔE to the lowest compared entry with this formula, charge and spin in kcal per mole: 36.5

Each line ends with the Mulliken spin population.
Cartesian coordinates (Å):
C: 0.890769 0.967185 -0.347864  0.715
C: -0.527167 1.005385 -0.671859  0.024
C: 0.127053 -0.978637 0.366166  0.052
N: 1.201606 -0.115724 0.236141  0.990
O: -0.968716 -0.298270 -0.362128  0.058
O: -0.355258 -1.166374 1.624181  0.001
H: 1.436879 1.799923 -0.778002  0.043
H: -1.138405 1.701203 -0.041308  0.054
H: -0.562484 1.169582 -1.843011  0.050
H: 0.426772 -1.942611 -0.064869  0.013
H: -0.531047 -2.141661 1.882552  0.000

Cartesian forces (eV/Å) of the 2 atoms listed first:
1.036 6.553 -2.995
-1.031 0.217 -1.123


Entry 2:
Here is a gas-phase ion, C3H5NO2S (charge -2) in a non-equilibrium geometry from the Open Molecules 2025 dataset. Energies are from wB97M-V/def2-TZVPD.

Results
F_max in eV/A: 3.37
Net charge: -2
E_HOMO in eV: 0.7
SMILES string: N[C@H](C[S-])C(=O)[O-]
ΔE to the lowest compared entry with this formula, charge and spin in kcal per mole: 29.0

Each line ends with the natural charge from an NBO analysis.
Cartesian coordinates (Å):
N: -1.087066 0.320207 1.176571  -0.899
C: 0.235146 -0.058396 0.472092  -0.155
C: 0.478243 0.957440 -0.758962  -0.548
S: 1.044088 2.651430 -0.707497  -0.748
C: 0.217896 -1.507998 -0.006666  0.734
O: 1.446033 -1.954939 -0.147428  -0.832
O: -0.845667 -2.139573 -0.307714  -0.805
H: -1.570136 1.020145 0.498512  0.345
H: -1.696064 -0.576207 1.238523  0.358
H: 0.987600 -0.034128 1.305967  0.187
H: -0.416363 0.877701 -1.387514  0.164
H: 1.206295 0.444315 -1.375880  0.200

Cartesian forces (eV/Å) of the 2 atoms listed first:
-1.139 -0.210 -1.585
-1.571 1.533 1.211